(1)
{
  "formula": "C25H41KN4O3S2",
  "method": "ωB97M-V with the def2-TZVPD basis set",
  "species": ["K", "S", "S", "O", "O", "O", "N", "N", "N", "N", "C", "C", "C", "C", "C", "C", "C", "C", "C", "C", "C", "C", "C", "C", "C", "C", "C", "C", "C", "C", "C", "C", "C", "C", "C", "H", "H", "H", "H", "H", "H", "H", "H", "H", "H", "H", "H", "H", "H", "H", "H", "H", "H", "H", "H", "H", "H", "H", "H", "H", "H", "H", "H", "H", "H", "H", "H", "H", "H", "H", "H", "H", "H", "H", "H", "H"],
  "coordinates": [[-0.16, -0.63, -0.22], [3.17, -1.20, 1.02], [0.22, -1.15, -3.82], [-1.52, -2.62, 0.20], [1.70, -0.92, 1.28], [-0.19, -0.35, -2.58], [-1.18, 0.26, 2.23], [0.14, 2.23, 0.60], [-3.17, -3.73, -0.85], [-2.31, 0.92, -0.30], [-0.80, 1.53, 2.80], [-1.90, 2.20, -0.85], [-1.15, -0.75, -4.97], [-2.20, 0.15, -4.38], [0.46, 3.98, -5.36], [-4.07, 0.46, -2.89], [-2.60, 0.02, 2.01], [0.73, 3.08, -6.39], [0.48, -3.19, -1.73], [-1.01, 2.99, 0.11], [1.16, 1.33, -4.79], [-4.16, 1.80, -3.26], [-0.89, -3.85, -1.78], [-1.86, -3.34, -0.73], [-3.27, 2.31, -4.20], [-2.30, 1.48, -4.76], [1.51, -0.10, -4.48], [3.98, 0.37, 1.15], [0.90, 2.23, -3.76], [3.31, -1.42, -0.73], [0.55, 3.54, -4.04], [0.34, 2.23, 2.05], [-3.16, 0.92, 0.89], [1.07, 1.77, -6.10], [-3.09, -0.35, -3.44], [4.36, -1.38, -1.02], [3.93, 0.68, 2.19], [2.86, -2.38, -0.99], [-3.32, 3.34, -4.50], [3.46, 1.08, 0.51], [-4.91, 2.44, -2.83], [-3.22, 0.17, 2.91], [-0.71, -0.53, 2.65], [-2.75, 2.84, -1.13], [0.94, 1.88, -2.73], [-3.02, -1.39, -3.13], [-0.70, 3.92, -0.38], [-1.61, 3.30, 0.97], [-1.40, -3.72, -2.76], [2.74, -0.63, -1.22], [-4.76, 0.06, -2.16], [0.67, 3.41, -7.42], [1.95, -0.60, -5.34], [1.27, 1.69, 2.24], [-2.68, 0.34, -1.04], [0.45, 3.24, 2.47], [0.99, 2.52, 0.13], [-3.42, -4.42, -1.53], [-0.70, -0.33, -5.87], [1.25, -3.86, -2.15], [-1.35, 1.98, -1.77], [-3.80, -3.54, -0.09], [-1.60, 1.88, -5.49], [5.02, 0.28, 0.85], [0.19, 5.00, -5.59], [2.23, -0.15, -3.66], [-0.92, -4.95, -1.64], [-1.58, -1.72, -5.22], [-0.49, 1.44, 3.85], [-4.18, 0.59, 0.66], [-2.70, -1.02, 1.71], [0.33, 4.23, -3.23], [1.29, 1.08, -6.91], [-3.26, 1.94, 1.25], [-1.68, 2.18, 2.81], [0.75, -2.96, -0.70]],
  "mulliken_charge": [0.5051, 0.2140, 0.6149, -0.7412, -0.4585, -0.0433, 0.1055, 0.3037, -0.3860, 1.0193, -0.9936, 0.4998, -1.5434, 0.0687, -0.5805, -0.4605, -1.0772, -0.6801, -1.4563, -1.4798, 0.5713, -0.3842, -0.5751, 0.5443, -0.9336, -0.2867, -1.3947, -0.8486, 0.2032, -0.2809, -0.5698, -0.6825, -0.8411, -0.3269, 0.1474, 0.5232, 0.3434, 0.1692, 0.4031, 0.1176, 0.4290, 0.3671, 0.3365, 0.1782, 0.1777, 0.4146, 0.5921, 0.3610, 0.2859, -0.2580, 0.2902, 0.3825, 0.5421, 0.1388, -0.6208, 0.3795, 0.2371, 0.1940, 0.5098, 0.3214, -0.5718, 0.2362, 0.5933, 0.4165, 0.3998, 0.3029, 0.5286, 0.6589, 0.4968, 0.3740, 0.3002, 0.4288, 0.3549, 0.4118, 0.2865, 0.1946],
  "e_above_lowest_kcal_mol": 25.2,
  "homo_lumo_gap_ev": 4.759,
  "lumo_energy_ev": 0.197,
  "largest_force_ev_per_a": 1.95,
  "e_tot_ha": -2818.16792,
  "homo_ha": -0.1676
}

(2)
{
  "formula": "C23H33FNO8",
  "method": "ωB97M-V with the def2-TZVPD basis set",
  "species": ["F", "O", "O", "O", "O", "O", "O", "O", "O", "N", "C", "C", "C", "C", "C", "C", "C", "C", "C", "C", "C", "C", "C", "C", "C", "C", "C", "C", "C", "C", "C", "C", "C", "H", "H", "H", "H", "H", "H", "H", "H", "H", "H", "H", "H", "H", "H", "H", "H", "H", "H", "H", "H", "H", "H", "H", "H", "H", "H", "H", "H", "H", "H", "H", "H", "H"],
  "coordinates": [[3.86, -1.85, -1.35], [3.92, 2.41, -4.34], [-2.75, 0.15, 0.09], [-1.61, -0.99, 1.62], [6.08, 1.89, -4.11], [-4.22, 0.68, 5.48], [-1.51, -6.87, -1.23], [-1.26, -5.31, 0.35], [-2.18, 1.54, 5.75], [1.89, 0.78, -2.74], [3.74, -0.61, -1.98], [-0.85, -6.00, -0.75], [1.32, -0.93, -1.24], [-3.48, 0.84, 7.70], [-4.36, 1.22, 1.42], [0.61, 1.22, -2.80], [-5.31, 0.25, 6.32], [5.26, 2.61, -4.59], [0.00, -0.51, -1.29], [5.43, 3.79, -5.52], [0.49, -5.46, -1.22], [4.56, 0.43, -1.24], [3.13, 3.35, -5.11], [2.27, -0.26, -1.98], [-3.16, 1.07, 6.24], [-0.33, -4.25, 0.65], [0.98, -4.68, -0.01], [-3.69, 1.25, 0.05], [-0.36, 0.58, -2.08], [-4.67, -0.12, 7.65], [-2.43, -0.16, 1.37], [4.08, 4.50, -5.42], [-3.24, 0.70, 2.32], [-0.75, -1.03, -0.71], [-5.19, 0.51, 1.41], [-0.26, -4.15, 1.73], [-2.60, 1.50, 2.70], [2.60, 1.25, -3.29], [2.78, 2.84, -6.01], [-1.38, 0.94, -2.13], [0.31, -4.82, -2.09], [1.63, -1.75, -0.62], [-5.35, -0.04, 8.49], [-6.01, 1.09, 6.42], [1.63, -3.84, -0.25], [4.09, 5.21, -4.59], [-4.31, -1.15, 7.60], [1.14, -6.28, -1.51], [-3.74, 1.80, 8.15], [-3.14, 2.17, -0.12], [5.63, 3.41, -6.52], [5.56, 0.05, -1.05], [4.08, -0.73, -3.01], [2.27, 3.65, -4.52], [4.07, 0.68, -0.31], [4.60, 1.34, -1.83], [-4.75, 2.19, 1.71], [3.79, 5.05, -6.32], [-5.81, -0.58, 5.83], [-4.38, 1.08, -0.78], [6.26, 4.41, -5.19], [-0.73, -3.32, 0.23], [1.53, -5.34, 0.66], [-3.60, 0.11, 3.15], [0.42, 2.08, -3.43], [-2.61, 0.43, 8.22]],
  "mulliken_charge": [-0.3269, -0.3761, -0.3259, -0.5615, -0.5262, -0.3281, -0.5542, -0.3887, -0.5609, 0.2637, 0.3195, 0.4438, -0.5430, -0.4568, -0.6423, 0.0256, -0.4395, 0.3718, -0.0111, -0.4706, -0.4041, -1.1096, -0.3643, 0.4762, 0.5418, -0.1807, -0.2166, -0.4625, -1.0618, -0.5032, 0.3846, -0.6073, -0.0812, 0.5363, 0.3080, 0.3299, 0.2437, 0.0977, 0.2677, 0.4348, 0.2352, 0.3797, 0.3373, 0.2616, 0.0222, 0.2964, 0.2689, 0.3368, 0.2582, 0.2745, 0.2619, 0.3590, 0.2715, 0.2453, 0.4002, 0.2221, 0.3425, 0.3643, 0.3218, 0.3555, 0.3237, 0.0919, 0.3457, 0.2012, 0.3779, 0.3026],
  "charge": 1,
  "homo_lumo_gap_ev": 7.977,
  "lumo_energy_ev": -3.821,
  "largest_force_ev_per_a": 0.57,
  "e_tot_ha": -1652.59537,
  "homo_ha": -0.4336
}